Formula: C26H47Cl3N3O4PrSi
Source: the OMol25 dataset
Level of theory: the ωB97M-V functional and the def2-TZVPD basis

Calculated values
ΔE to the lowest compared entry with this formula, charge and spin = 0.0 kcal per mole
HOMO (alpha / beta) = -6.36 / -6.36 eV
expectation value of S² = 2.00

```
! RIJCOSX wB97M-V def2-TZVPD def2/J DEFGRID3
* xyz 0 3
Pr 1.88356 -1.54945 -0.27315
Cl 0.11146 -0.00212 -1.31497
Cl 2.64035 1.15011 0.25605
Cl 3.60103 -2.25398 -2.17653
Si 0.47094 1.14250 -3.48530
O 0.56187 -1.23178 1.72134
O 3.92056 -1.72039 1.16035
O -0.06195 -3.01449 -0.69161
O -1.85520 1.50156 -2.10229
N 1.22616 0.56868 2.93134
N -2.26760 -2.55544 -1.20272
N 5.96310 -1.03226 0.34657
C -2.86007 -0.14766 1.83220
C -2.66869 0.31327 0.52625
C -4.17855 3.05542 -3.10455
C -4.02466 2.26801 -1.84400
C -5.03465 1.59444 -1.25877
C -2.01645 2.45502 1.33336
C 0.64967 -0.63048 2.83347
C -2.63212 0.71914 2.91353
C 1.22371 -2.11553 4.68393
C -2.57172 2.22023 -1.22393
C -1.27356 -2.89429 -0.37070
C -6.43401 1.46150 -1.76361
C 0.09697 -1.28475 4.06839
C -3.64878 -2.75593 -0.75561
C 6.65474 0.09066 -0.28849
C -2.42623 1.65349 0.25817
C 2.13831 1.98629 -3.23484
C 2.95687 -0.15435 4.56156
C -0.76028 2.20511 -4.39368
C 2.24311 -1.22737 5.41162
C 0.84300 -0.38662 -4.52408
C 4.79420 -0.82063 0.93007
C 6.41849 -2.38092 0.02766
C -2.14470 2.00338 2.65216
C -2.10081 -2.33786 -2.64769
C 2.02798 0.98166 4.11181
H 2.03385 3.03954 -2.95521
H 1.74579 -0.72112 6.25571
H -0.72445 -1.93402 3.75484
H -4.27967 -1.89917 -1.03552
H -3.22517 -1.16199 1.99132
H 5.82859 -3.10597 0.58977
H 4.58831 0.23170 1.18511
H 1.35061 1.25441 4.94012
H 1.92623 -0.54587 -4.63064
H 1.72810 -2.68840 3.89074
H -1.26950 2.87751 -3.68212
H 2.71119 1.97289 -4.17496
H 0.43864 -0.25160 -5.53693
H -2.16303 -1.26320 -2.88363
H -4.06091 2.46435 -4.02979
H -3.43460 3.86464 -3.13037
H 7.71056 0.12441 0.01795
H 6.60600 -0.01832 -1.38520
H 2.76247 1.51683 -2.46737
H -1.59714 -3.05416 0.68247
H 7.47600 -2.46684 0.28083
H 3.01340 -1.87447 5.85602
H -6.90771 2.42388 -1.99686
H 6.29937 -2.57555 -1.04190
H -2.30669 3.29163 -1.18821
H 6.13955 1.01339 0.01410
H -1.50631 1.55574 -4.89514
H -1.89823 2.67210 3.48732
H -5.18101 3.50756 -3.14174
H 0.79000 -2.84894 5.37980
H -7.03390 0.99270 -0.98223
H 3.77092 0.28199 5.15654
H -1.60401 3.44969 1.11430
H -4.82019 1.08129 -0.31778
H -2.92714 -2.85047 -3.15849
H -1.13932 -2.73248 -2.98866
H 1.55308 0.98542 2.03417
H -6.50603 0.83404 -2.66382
H -0.24413 2.81347 -5.16629
H -2.72553 -0.39271 -0.31804
H 2.61969 1.86807 3.82517
H -3.64821 -2.86134 0.33614
H -2.83439 0.38294 3.94407
H 0.42442 -1.30963 -4.11434
H -4.07255 -3.66819 -1.21001
H 3.44297 -0.61237 3.68693
H -0.31595 -0.53751 4.76854
*
```

Results of the Löwdin charge analysis, in e, for atoms 1 through 4:
1. Pr 0.386
2. Cl 0.413
3. Cl 0.132
4. Cl -0.008